Density functional theory data (ωB97M-V with the def2-TZVPD basis set) for the molecule C4H5N3 in a non-equilibrium geometry.

Last columns: bonded neighbours and bond lengths (Å).
Geometry (Å):
1 H -0.3635 -1.3414 -0.8203  N7 1.013
2 N 1.9448 -0.2598 -2.0927  C5 1.156
3 H -1.3109 0.9673 -0.9730  C10 1.102
4 C 0.9154 -0.3243 0.2926  C5 1.500, N7 1.447, C9 1.475, H11 1.094
5 C 1.6193 -0.0498 -1.0030  N2 1.156, C4 1.500
6 H -1.5967 0.7893 0.7817  C10 1.094
7 N -0.4341 -0.7645 0.0095  H1 1.013, C4 1.447, C10 1.460
8 H -2.4074 -0.2981 -0.3590  C10 1.095
9 C 0.9194 0.6941 1.3597  C4 1.475, N12 1.156
10 C -1.4767 0.2433 -0.1587  H3 1.102, H6 1.094, N7 1.460, H8 1.095
11 H 1.4807 -1.1798 0.6747  C4 1.094
12 N 0.8781 1.4440 2.2380  C9 1.156

As for the structure (SMILES): CNC(C#N)C#N. As for the total energy: -319.63304 Eh. As for the HOMO energy: -10.3 eV. Its gap between HOMO and LUMO is 0.397 hartree.

Quick look at the Mulliken charges, all values in e: H 0.2960; N -0.4266; H 0.3024; C 0.4917; C 0.1252; H 0.3333; N -0.3805; H 0.3169; C 0.0249; C -0.8721; H 0.1702; N -0.3814